No. 1
{
  "formula": "C51H44GeN2O8PReSSe",
  "method": "wB97M-V/def2-TZVPD",
  "s2": 3.771,
  "e_above_lowest_kcal_mol": 36.7,
  "spin_multiplicity": 4,
  "total_energy_ha": -7977.466831,
  "orbital_gap_ev": [7.28, 6.92],
  "charge": -1,
  "symbols": ["Re", "C", "C", "C", "C", "C", "C", "P", "C", "C", "C", "C", "C", "C", "C", "C", "C", "C", "C", "C", "H", "H", "H", "H", "H", "H", "H", "H", "H", "H", "H", "H", "H", "H", "C", "C", "C", "C", "C", "C", "C", "S", "O", "O", "N", "C", "C", "C", "C", "C", "N", "H", "H", "H", "H", "H", "H", "H", "H", "H", "H", "H", "O", "Se", "O", "O", "O", "O", "C", "O", "C", "C", "Ge", "C", "C", "C", "C", "C", "C", "C", "C", "C", "C", "C", "C", "C", "C", "C", "C", "C", "C", "H", "H", "H", "H", "H", "H", "H", "H", "H", "H", "H", "H", "H", "H", "H", "H", "H", "H", "H"],
  "xyz": [[-0.851, 0.249, -0.974], [4.940, -1.926, 4.141], [4.931, -0.554, 4.318], [4.017, 0.240, 3.631], [3.100, -0.327, 2.749], [3.114, -1.717, 2.589], [4.024, -2.506, 3.270], [1.793, 0.614, 1.864], [2.265, 2.347, 2.139], [1.904, 2.904, 3.366], [2.132, 4.247, 3.622], [2.695, 5.056, 2.641], [3.019, 4.518, 1.406], [2.804, 3.169, 1.152], [2.168, 0.213, 0.103], [3.528, 0.114, -0.218], [3.986, -0.394, -1.429], [3.053, -0.836, -2.350], [1.705, -0.672, -2.065], [1.220, -0.119, -0.877], [5.654, -2.543, 4.674], [5.638, -0.090, 4.996], [4.032, 1.313, 3.769], [2.399, -2.175, 1.913], [4.018, -3.580, 3.126], [1.417, 2.283, 4.110], [1.838, 4.672, 4.573], [2.851, 6.110, 2.832], [3.420, 5.153, 0.626], [2.996, 2.762, 0.169], [4.259, 0.447, 0.508], [5.049, -0.451, -1.633], [3.361, -1.291, -3.284], [0.981, -0.994, -2.813], [-8.613, -0.753, -0.770], [-7.123, -0.959, -0.807], [-6.358, -0.794, 0.346], [-4.986, -0.971, 0.335], [-4.379, -1.314, -0.861], [-5.104, -1.470, -2.032], [-6.477, -1.291, -1.992], [-2.685, -1.810, -0.969], [-2.794, -3.239, -1.072], [-2.022, -1.135, -2.153], [-1.614, -1.388, 0.137], [-1.637, -1.899, 1.472], [-2.639, -2.732, 1.985], [-2.522, -3.143, 3.293], [-1.426, -2.729, 4.052], [-0.480, -1.942, 3.424], [-0.574, -1.562, 2.156], [-8.857, 0.312, -0.760], [-9.047, -1.196, 0.127], [-9.095, -1.198, -1.640], [-6.843, -0.521, 1.276], [-4.397, -0.795, 1.228], [-4.604, -1.731, -2.955], [-7.053, -1.413, -2.902], [-3.475, -3.045, 1.380], [-3.280, -3.784, 3.725], [-1.315, -3.009, 5.090], [0.408, -1.602, 3.947], [-2.702, 3.250, 1.103], [-2.398, 1.675, 0.967], [-2.870, 1.037, -0.538], [-0.710, 1.408, 0.668], [-2.917, 0.767, 2.201], [1.006, 2.923, -1.094], [0.384, 2.752, -2.113], [-0.448, 1.753, -2.347], [0.630, 3.650, -3.315], [-0.510, 3.919, -4.301], [-1.722, 2.505, -4.869], [-2.351, 3.305, -6.588], [-3.586, 3.941, -6.716], [-4.007, 4.470, -7.932], [-3.195, 4.375, -9.052], [-1.952, 3.764, -8.944], [-1.541, 3.242, -7.726], [-0.934, 0.842, -5.525], [0.282, 0.351, -5.047], [0.874, -0.771, -5.614], [0.247, -1.438, -6.655], [-0.971, -0.974, -7.131], [-1.547, 0.160, -6.579], [-3.391, 2.408, -3.889], [-3.612, 3.199, -2.767], [-4.872, 3.281, -2.187], [-5.931, 2.580, -2.739], [-5.723, 1.770, -3.849], [-4.462, 1.680, -4.415], [1.465, 3.168, -3.835], [1.007, 4.587, -2.907], [-0.094, 4.324, -5.224], [-1.174, 4.684, -3.888], [-4.239, 4.023, -5.855], [-4.974, 4.953, -8.004], [-3.526, 4.775, -10.002], [-1.307, 3.689, -9.811], [-0.569, 2.764, -7.663], [0.764, 0.835, -4.207], [1.827, -1.122, -5.238], [0.704, -2.316, -7.093], [-1.471, -1.493, -7.940], [-2.479, 0.532, -6.989], [-2.792, 3.745, -2.315], [-5.013, 3.880, -1.297], [-6.918, 2.655, -2.298], [-6.548, 1.216, -4.280], [-4.314, 1.053, -5.288]],
  "atomic_forces_ev_per_a": [[-0.04, 1.36, 1.39], [0.00, -0.04, -0.01], [-0.08, 0.06, 0.04], [0.09, 0.00, -0.02], [0.25, 0.10, -0.28], [-0.07, 0.02, -0.06], [-0.01, -0.02, 0.03], [-0.90, -0.21, 0.39], [0.10, 0.06, -0.38], [0.10, 0.12, -0.04], [0.00, 0.01, 0.02], [-0.02, -0.01, 0.02], [0.00, -0.06, -0.03], [0.04, 0.01, 0.15], [0.78, 0.09, 0.18], [0.14, -0.05, -0.18], [-0.18, 0.12, 0.20], [-0.05, 0.05, 0.03], [-0.17, -0.19, -0.37], [-0.33, -0.35, -0.06], [0.00, 0.00, 0.00], [0.01, 0.01, -0.01], [0.01, 0.01, 0.01], [0.00, -0.01, 0.00], [0.00, -0.01, -0.02], [-0.01, -0.01, 0.03], [0.02, 0.00, 0.01], [0.00, 0.01, 0.01], [0.00, 0.00, -0.01], [0.08, 0.05, 0.07], [0.02, -0.09, 0.08], [-0.01, -0.02, 0.03], [0.01, 0.02, -0.02], [0.10, -0.01, 0.04], [0.03, 0.03, 0.01], [0.00, 0.01, 0.04], [-0.05, -0.03, 0.04], [0.11, 0.14, -0.02], [0.10, 0.29, -0.07], [-0.02, 0.03, 0.08], [0.00, 0.01, -0.05], [1.18, -1.75, -0.30], [-0.12, -0.01, -0.29], [-0.28, 0.23, 0.21], [-1.10, 0.13, 0.20], [0.07, 0.02, -0.81], [-0.03, 0.15, -0.21], [0.21, 0.05, 0.22], [-0.18, -0.01, -0.12], [0.04, -0.05, 0.07], [0.37, 0.15, 0.23], [0.00, 0.00, -0.01], [-0.01, 0.00, 0.00], [-0.01, 0.00, -0.01], [-0.01, 0.02, 0.00], [0.00, 0.02, -0.03], [0.00, 0.01, -0.01], [-0.01, 0.01, 0.00], [-0.04, -0.04, -0.02], [-0.01, 0.01, 0.00], [0.01, -0.03, 0.00], [0.01, 0.00, 0.02], [0.11, -0.54, -0.17], [-0.32, 0.58, 0.17], [0.47, 0.26, 0.29], [-0.25, -0.22, -0.46], [0.17, 0.16, -0.50], [-0.02, 0.01, 0.19], [0.04, 0.01, -0.46], [-0.45, -0.48, 0.40], [-0.12, -0.03, -0.07], [0.26, -0.10, 0.59], [-0.22, 0.16, -0.73], [-0.05, -0.07, -0.11], [0.02, 0.02, 0.00], [0.01, 0.01, 0.02], [0.01, 0.00, 0.00], [0.00, 0.01, 0.02], [0.00, 0.02, 0.06], [0.17, -0.14, 0.14], [-0.05, 0.03, -0.02], [-0.02, 0.02, -0.01], [-0.01, -0.01, -0.01], [-0.01, 0.00, 0.01], [0.00, 0.02, 0.06], [-0.03, -0.11, 0.21], [0.00, -0.07, 0.03], [0.06, 0.02, 0.02], [-0.04, -0.07, 0.02], [-0.01, -0.01, 0.02], [0.06, 0.05, 0.06], [0.02, 0.05, -0.05], [0.11, 0.01, -0.04], [-0.05, 0.05, -0.01], [0.01, 0.06, -0.08], [-0.03, -0.03, 0.00], [-0.01, 0.00, 0.01], [0.00, 0.01, 0.00], [0.01, 0.00, 0.00], [0.00, -0.04, -0.02], [0.02, 0.02, -0.09], [0.00, -0.02, 0.02], [0.00, -0.01, 0.00], [0.00, 0.00, -0.01], [-0.01, 0.00, -0.01], [0.00, 0.00, 0.04], [0.00, 0.00, 0.01], [0.01, -0.03, 0.00], [-0.01, -0.03, 0.01], [0.00, 0.01, -0.02]]
}


No. 2
{
  "formula": "C23H49IrN4OP3",
  "method": "wB97M-V/def2-TZVPD",
  "s2": 6.033,
  "e_above_lowest_kcal_mol": 13.6,
  "spin_multiplicity": 5,
  "total_energy_ha": -2327.314404,
  "orbital_gap_ev": [6.14, 5.36],
  "charge": 3,
  "symbols": ["Ir", "P", "P", "P", "H", "C", "C", "H", "C", "C", "C", "C", "C", "C", "C", "C", "C", "H", "H", "H", "H", "H", "H", "H", "H", "H", "H", "H", "H", "H", "H", "H", "H", "H", "H", "H", "H", "H", "H", "H", "H", "H", "H", "H", "H", "H", "C", "C", "C", "C", "C", "C", "O", "H", "H", "H", "H", "H", "H", "C", "N", "C", "N", "C", "N", "C", "N", "C", "C", "H", "H", "H", "H", "H", "H", "H", "H", "H", "H", "H", "H"],
  "xyz": [[-0.892, -0.095, -0.753], [-1.928, 1.863, -0.694], [-1.563, -0.634, 1.491], [0.210, 0.239, -2.879], [-1.345, -2.837, -0.134], [-0.635, -2.391, -0.840], [0.595, -1.862, -0.391], [0.863, -1.905, 0.669], [-3.740, 1.690, -0.873], [-1.849, 2.963, 0.775], [-1.520, 3.100, -1.983], [-0.905, -2.137, 2.352], [-1.382, 0.504, 2.935], [-3.366, -0.987, 1.454], [1.292, -1.148, -3.418], [1.324, 1.673, -3.257], [-0.926, 0.349, -4.332], [-0.720, -2.717, -1.881], [1.432, -1.869, -1.090], [-3.995, 1.651, -1.937], [-4.238, 2.560, -0.432], [-4.101, 0.788, -0.366], [-2.135, 3.986, 0.492], [-0.834, 3.003, 1.182], [-2.553, 2.621, 1.541], [-2.270, 3.907, -1.964], [-1.513, 2.645, -2.980], [-0.538, 3.546, -1.770], [-1.520, -2.336, 3.242], [0.125, -1.948, 2.683], [-0.911, -3.027, 1.716], [-2.251, 0.384, 3.600], [-1.322, 1.552, 2.635], [-0.470, 0.252, 3.497], [-3.606, -1.716, 2.241], [-3.633, -1.404, 0.473], [-3.937, -0.068, 1.634], [1.523, -1.041, -4.487], [0.795, -2.110, -3.255], [2.234, -1.136, -2.855], [1.457, 1.745, -4.348], [2.315, 1.537, -2.805], [0.889, 2.618, -2.913], [-0.303, 0.395, -5.236], [-1.565, 1.235, -4.275], [-1.562, -0.541, -4.394], [-3.789, -1.375, -2.859], [-5.020, -0.704, -2.876], [-5.857, -0.866, -3.971], [-5.462, -1.684, -5.034], [-4.204, -2.295, -5.045], [-3.342, -2.150, -3.955], [-3.088, -1.331, -1.691], [-2.056, -1.004, -1.792], [-5.271, -0.054, -2.042], [-6.826, -0.359, -3.972], [-6.159, -1.858, -5.860], [-3.875, -2.879, -5.910], [-2.365, -2.631, -3.937], [2.895, 0.335, -0.106], [1.762, 1.067, 0.491], [1.867, 2.495, 0.153], [3.136, 3.071, 0.620], [4.245, 2.303, 0.002], [4.187, 0.860, 0.342], [4.219, 0.718, 1.823], [3.114, 1.452, 2.479], [1.840, 0.943, 1.954], [3.220, 2.884, 2.090], [2.811, 0.426, -1.196], [2.819, -0.712, 0.199], [1.037, 3.037, 0.625], [1.808, 2.601, -0.937], [5.193, 2.697, 0.387], [4.193, 2.409, -1.092], [4.123, -0.349, 2.061], [5.175, 1.114, 2.182], [1.027, 1.532, 2.393], [1.738, -0.117, 2.218], [4.190, 3.271, 2.433], [2.390, 3.431, 2.554]],
  "atomic_forces_ev_per_a": [[3.50, -0.85, 2.10], [-0.97, 1.64, -0.39], [-0.52, -0.11, 0.83], [-0.11, 0.04, -0.75], [0.30, 0.09, -0.61], [-0.19, 0.06, -0.24], [-0.06, 0.17, -0.05], [-0.11, -0.06, -0.52], [-0.13, 0.21, 0.08], [0.05, 0.02, 0.06], [-0.10, 0.07, 0.03], [0.16, 0.01, -0.38], [0.02, 0.22, -0.05], [0.08, -0.17, 0.06], [-0.11, 0.11, 0.05], [-0.13, 0.04, 0.01], [0.26, -0.10, 0.17], [0.03, -0.15, 0.50], [-0.28, 0.04, 0.34], [0.07, -0.02, 0.17], [0.03, -0.05, -0.12], [0.14, 0.25, -0.20], [0.01, -0.33, -0.05], [-0.32, -0.01, 0.04], [0.21, 0.12, -0.13], [0.24, -0.27, -0.01], [0.01, 0.27, 0.31], [-0.32, -0.10, -0.07], [0.13, 0.21, -0.31], [-0.27, -0.10, -0.04], [0.01, 0.13, 0.30], [0.31, -0.04, -0.18], [-0.03, -0.33, 0.20], [-0.37, -0.01, -0.15], [-0.02, 0.28, -0.20], [0.00, 0.12, 0.43], [0.10, -0.21, -0.04], [-0.07, 0.01, 0.31], [0.18, 0.16, -0.09], [-0.20, -0.06, -0.21], [-0.01, -0.11, 0.34], [-0.30, 0.04, -0.18], [0.19, -0.28, -0.14], [-0.27, 0.06, 0.15], [0.11, -0.22, -0.11], [0.20, 0.23, 0.03], [1.47, -0.40, 2.36], [-1.69, 0.23, -0.93], [0.08, 0.88, 1.67], [-0.68, -0.20, -0.68], [1.94, -0.37, 0.66], [-0.64, -0.37, -1.70], [-1.76, 0.44, -2.46], [-0.83, -1.19, -0.84], [-0.13, -0.39, -0.20], [0.33, -0.22, -0.16], [0.31, 0.08, 0.24], [-0.26, 0.14, 0.36], [-0.34, 0.02, 0.08], [-0.33, -0.78, -0.65], [0.29, 0.57, 0.31], [0.23, 0.17, -0.32], [-0.17, -1.40, 0.33], [1.19, 0.74, -0.59], [-2.89, 2.05, 1.78], [1.63, -1.07, 1.09], [-0.05, 0.45, -2.24], [0.01, -0.36, 0.21], [0.39, 0.04, 0.01], [0.19, -0.11, 0.29], [0.10, 0.14, -0.15], [0.30, -0.15, -0.23], [-0.03, 0.09, 0.35], [-0.20, -0.05, -0.27], [0.09, 0.01, 0.36], [0.16, 0.29, 0.02], [-0.23, -0.20, -0.01], [0.17, -0.25, -0.04], [-0.03, 0.23, 0.08], [-0.39, -0.03, 0.02], [0.32, -0.05, -0.02]]
}


No. 3
{
  "formula": "C5H17AsI2InN2",
  "method": "wB97M-V/def2-TZVPD",
  "e_above_lowest_kcal_mol": 6.0,
  "total_energy_ha": -3331.114526,
  "orbital_gap_ev": [7.08, 7.08],
  "charge": 1,
  "symbols": ["In", "I", "C", "I", "H", "H", "N", "N", "H", "H", "H", "H", "C", "H", "H", "C", "As", "C", "C", "H", "H", "H", "H", "H", "H", "H", "H", "H"],
  "xyz": [[-0.290, 0.288, 1.639], [0.895, 3.416, 2.512], [2.698, 2.303, 2.304], [2.714, 1.013, 0.601], [2.805, 1.675, 3.180], [3.513, 3.006, 2.192], [-2.149, 2.026, 0.336], [-0.885, 1.920, -0.340], [-2.870, 2.405, -0.269], [-2.033, 2.682, 1.100], [-0.603, 2.787, -0.787], [-1.004, 1.231, -1.071], [0.376, -0.259, 3.670], [0.110, -1.331, 3.676], [-0.388, 0.226, 4.302], [0.108, -3.307, -1.003], [-0.126, -1.373, -0.925], [-1.858, -1.184, -1.840], [1.099, -0.833, -2.353], [0.014, -3.650, -2.032], [-0.655, -3.782, -0.389], [1.090, -3.575, -0.618], [-2.344, -2.156, -1.892], [-1.714, -0.808, -2.851], [-2.510, -0.511, -1.284], [0.806, -1.320, -3.281], [2.111, -1.139, -2.089], [1.090, 0.249, -2.487]],
  "atomic_forces_ev_per_a": [[0.32, -0.30, 0.03], [0.19, 0.00, 0.06], [-0.10, -0.04, -0.06], [0.04, 0.17, 0.14], [-0.09, -0.04, 0.00], [-0.01, 0.00, -0.03], [-0.07, 0.02, -0.05], [-0.14, -0.28, 0.27], [-0.05, 0.00, -0.05], [0.02, 0.02, 0.08], [0.18, 0.09, 0.11], [-0.03, 0.01, -0.13], [-0.33, 0.21, -0.72], [0.04, 0.02, 0.02], [0.09, 0.05, 0.02], [0.00, 0.10, 0.16], [-0.11, -0.14, -0.09], [0.07, 0.06, 0.12], [0.00, 0.05, 0.21], [-0.01, 0.06, -0.02], [0.01, -0.01, 0.00], [0.00, 0.01, 0.00], [0.02, -0.01, 0.01], [0.01, 0.00, -0.01], [-0.03, -0.01, -0.03], [0.00, -0.01, 0.00], [0.00, -0.01, -0.01], [-0.03, 0.00, -0.01]]
}


No. 4
{
  "formula": "C3H9N2O2",
  "method": "wB97M-V/def2-TZVPD",
  "smiles": "NC(=O)[C@H]([NH3+])CO",
  "e_above_lowest_kcal_mol": 21.2,
  "total_energy_ha": -379.471094,
  "orbital_gap_ev": 11.56,
  "charge": 1,
  "symbols": ["N", "C", "O", "C", "N", "C", "O", "H", "H", "H", "H", "H", "H", "H", "H", "H"],
  "xyz": [[-1.299, -1.714, -0.240], [-0.164, -1.119, 0.118], [0.430, -1.373, 1.150], [0.308, 0.077, -0.730], [1.599, 0.469, -0.093], [-0.675, 1.269, -0.585], [-0.251, 1.978, 0.568], [-1.608, -2.468, 0.361], [-1.966, -1.548, -0.976], [0.491, -0.079, -1.781], [1.690, 1.483, -0.005], [1.598, -0.012, 0.794], [2.385, 0.114, -0.629], [-0.512, 1.905, -1.453], [-1.733, 1.037, -0.558], [-0.643, 2.851, 0.644]],
  "atomic_forces_ev_per_a": [[-0.72, -1.18, 0.35], [-0.51, 0.49, -0.13], [0.37, -0.10, -0.22], [-0.61, 0.51, 0.73], [0.41, 0.36, -1.66], [0.87, 1.17, -0.25], [0.08, -0.38, 0.32], [0.20, 0.11, 0.14], [0.60, 0.58, -0.38], [-0.15, -0.57, -0.23], [-0.19, -0.02, 0.35], [-0.04, -0.42, 1.35], [0.16, -0.08, -0.07], [-0.12, 0.09, -0.28], [-0.08, -0.61, 0.12], [-0.27, 0.05, -0.15]]
}